ORCA calculation (ωB97M-V with the def2-TZVPD basis set) on C42H113MnN9O11 as an isolated structure at a distorted geometry.

- Total energy: -112631.1961 eV
- HOMO energy (spin up / spin down): -7.466 / -7.623 eV

```
! RIJCOSX wB97M-V def2-TZVPD def2/J DEFGRID3
* xyz 0 6
Mn -3.26 -0.44 2.48
C -4.43 3.52 4.79
C -3.85 2.75 3.61
C -2.47 3.44 3.20
O -3.70 1.35 3.72
H -4.45 4.59 4.56
H -3.78 3.33 5.65
H -5.43 3.23 5.12
H -4.66 2.88 2.89
H -1.78 3.41 4.04
H -2.53 4.48 2.86
H -2.14 2.89 2.32
C 0.68 0.49 1.36
C -0.48 0.05 0.40
C 0.12 -0.73 -0.80
O -1.66 -0.45 1.04
H 0.27 1.15 2.12
H 1.39 1.04 0.74
H 1.20 -0.41 1.69
H -0.86 1.00 0.02
H -0.26 -0.37 -1.76
H -0.11 -1.79 -0.69
H 1.19 -0.57 -0.91
C -2.84 -2.45 -2.26
C -2.65 -3.90 -1.71
C -1.26 -4.62 -2.13
O -1.11 -5.88 -1.45
C -0.02 -6.70 -2.01
N -2.59 -3.53 -0.27
H -3.68 -2.07 -1.69
H -3.15 -2.39 -3.31
H -1.99 -1.82 -1.98
H -3.48 -4.57 -1.92
H -0.49 -3.88 -1.90
H -1.40 -4.73 -3.20
H 0.06 -7.55 -1.32
H 0.94 -6.20 -2.19
H -0.24 -6.98 -3.04
H -2.19 -4.33 0.20
H -1.86 -2.83 -0.33
C 2.84 2.17 -6.62
C 3.41 3.10 -5.63
C 3.90 2.54 -4.35
O 2.96 1.54 -3.91
C 3.35 1.11 -2.61
N 4.42 3.99 -6.13
H 2.54 2.60 -7.57
H 1.94 1.77 -6.14
H 3.55 1.34 -6.66
H 2.61 3.81 -5.43
H 4.00 3.33 -3.61
H 4.89 2.10 -4.51
H 4.35 0.71 -2.80
H 2.71 0.25 -2.42
H 3.44 1.81 -1.78
H 5.22 3.47 -6.47
H 4.22 4.57 -6.93
C -2.75 -3.79 3.02
C -3.48 -3.07 4.15
C -2.50 -2.25 5.05
O -2.07 -1.16 4.30
C -1.17 -0.25 5.01
N -4.32 -2.11 3.52
H -3.40 -4.15 2.22
H -2.12 -4.59 3.39
H -2.01 -3.13 2.57
H -3.98 -3.89 4.66
H -1.75 -2.90 5.50
H -3.19 -1.98 5.85
H -0.71 0.36 4.23
H -0.42 -0.82 5.56
H -1.80 0.42 5.59
H -4.82 -1.72 4.31
H -5.09 -2.56 3.04
C -0.07 -1.29 -4.48
C 1.47 -1.67 -4.66
C 1.98 -3.13 -4.39
O 1.71 -3.71 -3.10
C 2.56 -3.35 -1.94
N 1.90 -1.28 -5.98
H -0.27 -0.22 -4.42
H -0.41 -1.75 -3.56
H -0.78 -1.67 -5.21
H 1.99 -1.04 -3.94
H 2.96 -3.35 -4.83
H 1.27 -3.71 -4.98
H 3.59 -3.61 -2.20
H 2.47 -3.89 -0.99
H 2.46 -2.31 -1.61
H 1.27 -1.60 -6.69
H 1.95 -0.28 -6.09
C 4.43 -1.14 0.94
C 4.94 0.31 0.56
C 5.19 1.16 1.86
O 5.45 2.51 1.35
C 5.75 3.42 2.39
N 5.98 0.25 -0.36
H 5.12 -1.67 1.59
H 4.24 -1.72 0.04
H 3.47 -1.20 1.46
H 4.10 0.74 0.03
H 6.00 0.77 2.48
H 4.27 1.09 2.45
H 6.70 3.07 2.80
H 5.03 3.57 3.19
H 5.87 4.40 1.92
H 6.65 -0.28 0.19
H 6.44 1.14 -0.50
C -1.16 5.05 -5.37
C -1.74 3.71 -4.85
C -0.72 2.94 -4.00
O -0.45 3.74 -2.85
C 0.74 3.36 -2.10
N -2.99 3.86 -4.11
H -1.89 5.69 -5.86
H -0.41 4.74 -6.10
H -0.75 5.65 -4.56
H -1.96 3.08 -5.71
H 0.15 2.89 -4.66
H -1.13 1.97 -3.72
H 0.87 4.01 -1.24
H 1.65 3.33 -2.69
H 0.68 2.33 -1.74
H -2.78 4.65 -3.52
H -2.79 3.16 -3.41
C -4.58 1.14 -0.59
C -5.58 0.65 0.41
C -7.11 0.36 -0.07
O -7.98 0.00 1.02
C -9.33 -0.27 0.64
N -4.93 -0.55 0.96
H -5.02 1.91 -1.23
H -4.21 0.29 -1.16
H -3.68 1.50 -0.08
H -5.60 1.40 1.20
H -7.09 -0.44 -0.81
H -7.46 1.23 -0.62
H -9.93 -0.62 1.48
H -9.46 -1.15 0.01
H -9.81 0.57 0.13
H -5.55 -1.04 1.60
H -4.98 -1.21 0.20
C 1.09 -6.88 3.68
C 1.06 -6.79 2.19
C 1.01 -5.33 1.63
O 1.99 -4.51 2.34
C 1.73 -3.19 2.34
N 2.31 -7.36 1.78
H 0.27 -6.33 4.14
H 2.03 -6.54 4.12
H 0.94 -7.90 4.03
H 0.17 -7.35 1.90
H 0.06 -4.83 1.80
H 1.23 -5.45 0.57
H 0.74 -3.02 2.76
H 1.78 -2.74 1.35
H 2.46 -2.68 2.97
H 3.15 -6.92 2.12
H 2.45 -7.31 0.78
C 2.15 6.56 4.77
C 2.35 5.04 4.86
C 2.01 4.17 3.64
O 2.55 4.88 2.54
C 2.21 4.30 1.39
N 3.69 4.81 5.36
H 1.62 7.02 5.60
H 1.59 6.75 3.85
H 3.05 7.16 4.59
H 1.77 4.76 5.74
H 0.94 4.01 3.63
H 2.51 3.21 3.76
H 1.21 4.70 1.19
H 2.28 3.22 1.27
H 2.94 4.48 0.61
H 3.86 5.64 5.89
H 4.26 5.00 4.54
*
```